This record from the Open Molecules 2025 dataset describes C6H5ClF3N as an isolated structure at a distorted geometry. The level of theory is ωB97M-V/def2-TZVPD.

Positions of all 16 atoms, in Å:
C: 0.956 1.548 0.789
H: -1.197 -0.215 -1.896
F: 3.123 -0.903 -1.270
Cl: 1.840 2.598 -0.312
F: 3.755 -0.059 0.590
H: -2.248 1.247 -0.148
C: -0.685 -0.063 -0.965
C: 1.451 -0.351 0.319
C: -1.178 0.946 -0.115
C: 2.839 -0.855 0.062
H: 0.811 -0.990 -1.873
C: 0.561 -0.578 -0.877
H: 1.413 1.422 1.703
H: 0.946 -0.831 1.249
F: 3.072 -2.081 0.479
N: -0.366 1.629 0.607

Output
HOMO = -0.32681 hartree
2S+1 = 1
E_tot = -28465.5257 eV
Energy relative to the best compared isomer or geometry (same formula, charge and spin) = 2.450 eV
Maximum force = 4.92 eV/A
Gap between HOMO and LUMO = 0.308 Eh

Atomic partial charges in e from the Löwdin method, atoms 1 to 5: number 1, C, carries -0.595; number 2, H, carries 0.098; number 3, F, carries 0.098; number 4, Cl, carries 0.660; number 5, F, carries 0.139